(1)
{"formula": "C5H3NO", "method": "wB97M-V/def2-TZVPD", "species": ["C", "C", "C", "C", "C", "N", "O", "H", "H", "H"], "positions_angstrom": [[-0.61755, 0.90947, 0.53712], [-0.05189, 0.71645, -0.55223], [1.39044, -1.05126, 0.31391], [0.67326, 0.20765, 0.66071], [2.42096, 0.62530, -0.68475], [2.36531, -0.80694, -0.50262], [1.87717, 1.20458, 0.24655], [-1.30045, 1.28866, 1.27412], [0.32562, 0.82716, -1.59991], [1.10113, -2.04251, 0.70958]], "orbital_gap_ha": 0.3065, "de_lowest_kcal_mol": 155.48, "homo_ev": -8.4, "spin_multiplicity": 1}

(2)
{"formula": "C24H28BCl5CuN6", "method": "wB97M-V/def2-TZVPD", "species": ["Cu", "C", "C", "C", "C", "C", "C", "N", "N", "B", "N", "C", "C", "C", "N", "C", "C", "C", "N", "C", "C", "C", "N", "C", "C", "C", "H", "H", "H", "H", "H", "H", "H", "H", "H", "H", "H", "H", "H", "H", "H", "H", "H", "H", "H", "H", "H", "H", "H", "H", "H", "H", "H", "H", "Cl", "C", "C", "C", "Cl", "C", "Cl", "C", "Cl", "C", "Cl"], "positions_angstrom": [[-0.13566, 0.06017, -0.08203], [2.64273, -0.77228, 4.21161], [1.63952, -1.41343, 3.25346], [2.29609, -1.73942, 1.91817], [0.35747, -0.62522, 3.15588], [-0.41430, -0.17936, 4.23994], [-1.56756, 0.31134, 3.67325], [-1.48569, 0.17544, 2.34369], [-0.28949, -0.39679, 2.01566], [-2.65039, 0.32477, 1.33479], [-2.73035, -0.95902, 0.49179], [-3.72645, -1.84741, 0.42916], [-3.30878, -2.91284, -0.33495], [-2.00116, -2.59217, -0.72057], [-1.66794, -1.39434, -0.23234], [-1.09070, -3.49332, -1.50676], [-1.25801, -3.29397, -3.01598], [0.36174, -3.42537, -1.05545], [-2.47184, 1.53204, 0.40177], [-3.35402, 2.51553, 0.21266], [-2.82996, 3.40039, -0.69781], [-1.57336, 2.88235, -1.02843], [-1.36354, 1.73833, -0.36367], [-0.66805, 3.55485, -2.02533], [-1.01121, 3.09164, -3.44405], [0.82718, 3.44700, -1.76852], [3.49579, -1.43707, 4.35622], [2.20600, -0.57515, 5.19065], [3.01489, 0.16957, 3.80823], [1.33097, -2.36514, 3.70432], [2.87231, -0.89436, 1.54544], [1.56815, -2.01752, 1.15861], [2.98698, -2.57458, 2.04354], [-0.17211, -0.24095, 5.28598], [-2.45800, 0.71915, 4.12131], [-3.67831, 0.47135, 1.93637], [-4.64770, -1.66577, 0.95576], [-3.84714, -3.81559, -0.56455], [-1.44100, -4.50570, -1.27830], [-0.80945, -2.35740, -3.34353], [-2.31116, -3.28067, -3.29649], [-0.77181, -4.10605, -3.55837], [0.77545, -2.42695, -1.16821], [0.97488, -4.09862, -1.65624], [0.45964, -3.71676, -0.00973], [-4.28819, 2.51070, 0.74793], [-3.26829, 4.31074, -1.06689], [-0.93190, 4.61452, -1.94553], [-0.80873, 2.02396, -3.54936], [-0.40026, 3.62347, -4.17508], [-2.06107, 3.26306, -3.68227], [1.20786, 2.47946, -2.08105], [1.07772, 3.59765, -0.71790], [1.34840, 4.20426, -2.35645], [0.97634, -0.35245, -2.98007], [2.14805, 0.21699, -1.81838], [1.68238, 0.59460, -0.56909], [2.57301, 1.29123, 0.23215], [1.97096, 2.02574, 1.68679], [3.90392, 1.48678, -0.12234], [4.98393, 2.31131, 0.93320], [4.35885, 1.01050, -1.35169], [6.00044, 1.23205, -1.81155], [3.46656, 0.39455, -2.22415], [3.98537, -0.10988, -3.78519]], "orbital_gap_ha": [0.3491, 0.2780], "homo_ev": [-8.9, -8.9], "spin_multiplicity": 2}

(3)
{"formula": "C3H4N2OS", "method": "wB97M-V/def2-TZVPD", "species": ["S", "C", "N", "C", "C", "N", "O", "H", "H", "H", "H"], "positions_angstrom": [[-3.10380, -0.45508, -0.07939], [-1.43153, -0.41454, 0.04498], [-0.71069, 0.68802, 0.01183], [0.72684, 0.73126, 0.11073], [1.33431, -0.61639, -0.17033], [0.69406, -1.70894, -0.07095], [-0.69725, -1.53546, 0.27028], [-1.26943, 1.53617, -0.00125], [1.12135, 1.40099, -0.62298], [1.00083, 1.06838, 1.10304], [2.33532, -0.69442, -0.59596]], "orbital_gap_ha": 0.3282, "de_lowest_kcal_mol": 57.64, "homo_ev": -8.6, "spin_multiplicity": 1}

It is found that the max |F| values, taken in the order of the records, are 4.42; 0.50; 1.32 eV/A.
It is found that the E values, taken in the order of the records, are -322.04403; -5226.26653; -699.58028 Eh.